No. 1
C4H10OS | ωB97M-V with the def2-TZVPD basis set

ORCA input file:
```
! wB97M-V def2-TZVPD RIJCOSX def2/J DEFGRID3
* xyz 0 1
C -1.44 -1.44 -2.99
C -2.30 -0.99 -3.95
O -2.52 -1.87 -4.98
H -1.16 -0.73 -2.24
H -1.30 -2.55 -2.68
H -2.86 0.06 -3.95
H -2.13 -1.47 -5.72
C 1.49 1.49 3.95
C 1.22 0.69 2.66
S 2.67 0.62 1.53
H 1.44 2.47 3.59
H 0.71 1.19 4.72
H 2.45 1.03 4.26
H 0.29 0.69 2.23
H 1.36 -0.27 3.14
H 2.08 1.05 0.42
*
```

## Properties
SMILES string = C=CO.CCS
energy above the lowest of the compared OMol25 structures with the same formula, charge and spin = 270.5 kJ/mol
LUMO level = 0.74 eV
F_max = 4.40 eV Å⁻¹
frontier orbital gap = 9.686 eV

No. 2
C11H64NO20 | ωB97M-V with the def2-TZVPD basis set

ORCA input file:
```
! wB97M-V def2-TZVPD RIJCOSX def2/J DEFGRID3
* xyz 1 1
C -2.95 -0.06 -3.35
C -1.71 0.70 -3.60
C -0.63 0.37 -2.52
C -0.96 0.72 -1.05
N 0.21 0.55 0.00
C -0.33 0.62 1.32
C -0.66 2.07 1.55
C 0.43 2.90 0.69
C 1.22 1.74 0.03
C 0.96 -0.86 -0.11
C 0.06 -2.06 0.04
C 0.89 -3.43 -0.07
H -3.53 0.20 -4.29
H -3.25 0.40 -2.49
H -2.79 -1.21 -3.42
H -1.49 1.65 -3.81
H -1.24 0.39 -4.66
H 0.35 0.68 -2.82
H -0.51 -0.59 -2.42
H -2.00 0.37 -0.54
H -1.49 1.85 -1.26
H 0.42 0.28 2.09
H -1.26 -0.05 1.26
H -0.37 2.29 2.57
H -1.65 2.08 1.09
H 1.06 3.42 1.57
H 0.23 3.62 -0.21
H 2.18 1.61 0.69
H 1.64 1.86 -0.88
H 1.81 -0.88 0.69
H 1.48 -0.78 -0.99
H -0.78 -2.21 -0.39
H -0.41 -2.01 1.12
H 1.49 -3.46 -0.86
H 0.22 -4.22 0.01
H 1.65 -3.40 0.52
O -2.17 4.18 -3.16
H -1.18 3.98 -3.25
H -2.74 3.87 -3.78
O -2.89 3.01 -5.64
H -2.19 2.85 -6.24
H -3.35 3.63 -6.09
O 3.32 3.48 2.85
H 4.11 3.50 2.38
H 2.91 4.34 2.75
O 1.39 0.33 4.86
H 2.32 0.35 5.03
H 1.11 1.21 4.52
O 0.74 3.08 4.77
H -0.21 3.08 4.49
H 0.82 4.05 4.70
O 4.41 -1.65 -0.32
H 4.57 -0.90 0.18
H 5.26 -2.12 -0.52
O 3.25 3.52 -2.61
H 4.05 4.12 -2.49
H 3.30 2.74 -3.36
O 0.51 -2.30 3.78
H 1.17 -2.86 3.59
H 1.08 -1.41 3.86
O 5.03 1.14 0.91
H 5.13 1.00 1.80
H 4.71 2.09 0.82
O 1.30 -7.01 -2.14
H 0.57 -7.24 -2.59
H 1.06 -6.71 -1.29
O 3.18 -2.81 -3.15
H 4.03 -2.77 -3.59
H 3.79 -2.64 -2.28
O -2.55 -2.05 2.77
H -1.65 -2.14 3.11
H -3.03 -2.61 3.53
O -3.27 0.88 3.27
H -4.17 0.79 3.19
H -3.04 -0.02 3.07
O -3.36 -1.63 0.35
H -3.26 -2.17 1.26
H -3.55 -2.25 -0.22
O -1.57 -6.40 -0.36
H -2.26 -6.30 0.28
H -0.82 -6.74 0.15
O 1.57 6.25 1.45
H 2.32 6.17 1.02
H 0.88 6.63 0.94
O -3.96 3.30 -1.42
H -4.60 2.84 -1.95
H -3.23 3.69 -2.05
O 0.94 -6.98 0.82
H 0.62 -6.35 1.40
H 1.05 -7.83 1.26
O -1.91 3.52 4.29
H -2.40 2.72 4.11
H -2.46 4.18 3.86
O -0.80 -3.73 -2.86
H -0.99 -3.92 -1.96
H -1.21 -4.17 -3.64
*
```

## Properties
energy above the lowest of the compared OMol25 structures with the same formula, charge and spin = 256.1 kJ/mol
LUMO level = -2.38 eV
F_max = 8.26 eV Å⁻¹
frontier orbital gap = 10.067 eV

No. 3
C41H32N2OP2RbSe4 | ωB97M-V with the def2-TZVPD basis set

ORCA input file:
```
! wB97M-V def2-TZVPD RIJCOSX def2/J DEFGRID3
* xyz -1 1
Rb -0.01 1.15 -0.52
O 2.65 2.33 -2.51
C 3.00 1.55 -1.61
C 4.46 1.78 -1.08
C 5.39 2.56 -1.78
C 6.58 2.86 -1.19
C 6.81 2.52 0.12
C 5.92 1.73 0.80
C 4.78 1.26 0.19
P 3.55 0.26 1.26
C 4.61 -0.09 2.77
C 4.41 0.84 3.79
C 4.98 0.67 5.04
C 5.70 -0.49 5.34
C 5.90 -1.44 4.36
C 5.33 -1.24 3.06
C 3.65 -1.36 0.30
C 4.17 -1.54 -1.00
C 4.08 -2.76 -1.60
C 3.40 -3.84 -1.03
C 2.98 -3.72 0.28
C 3.06 -2.46 0.90
H 5.06 2.89 -2.76
H 7.27 3.50 -1.75
H 7.73 2.87 0.58
H 6.14 1.53 1.82
H 3.79 1.72 3.59
H 4.76 1.32 5.87
H 6.09 -0.62 6.37
H 6.54 -2.32 4.48
H 5.48 -2.00 2.32
H 4.56 -0.71 -1.52
H 4.42 -2.87 -2.62
H 3.33 -4.76 -1.58
H 2.52 -4.58 0.76
H 2.62 -2.32 1.89
Se -2.76 1.15 1.73
P -4.18 1.70 0.23
Se -3.34 2.75 -1.41
C -5.04 0.17 -0.29
C -5.94 -0.47 0.57
C -6.39 -1.72 0.20
C -5.91 -2.35 -0.94
C -5.06 -1.70 -1.83
C -4.64 -0.40 -1.51
C -5.56 2.65 0.95
C -6.49 3.16 0.08
C -7.63 3.83 0.54
C -7.88 3.94 1.91
C -6.95 3.37 2.79
C -5.79 2.77 2.34
H -6.32 0.01 1.45
H -7.15 -2.22 0.77
H -6.28 -3.35 -1.17
H -4.75 -2.19 -2.71
H -3.92 0.15 -2.12
H -6.29 3.06 -0.96
H -8.30 4.27 -0.18
H -8.72 4.45 2.31
H -7.15 3.40 3.85
H -5.06 2.31 2.99
Se 0.49 -2.27 -2.84
Se -1.71 -2.57 -2.17
C -1.71 -2.33 -0.25
C -2.74 -2.86 0.45
C -2.76 -2.68 1.83
C -1.72 -2.00 2.44
C -0.68 -1.57 1.60
N -0.68 -1.69 0.25
C 0.25 -0.79 -4.02
C 0.67 -0.93 -5.35
C 0.51 0.17 -6.15
C 0.04 1.34 -5.65
C -0.29 1.40 -4.31
N -0.19 0.32 -3.51
H -3.57 -3.32 -0.02
H -3.59 -3.02 2.42
H -1.67 -1.77 3.50
H 0.22 -1.11 1.97
H 0.98 -1.89 -5.78
H 0.72 0.12 -7.21
H -0.13 2.22 -6.28
H -0.62 2.28 -3.79
*
```

## Properties
energy above the lowest of the compared OMol25 structures with the same formula, charge and spin = 24.4 kJ/mol
LUMO level = 2.11 eV
F_max = 2.57 eV Å⁻¹
frontier orbital gap = 5.171 eV

No. 4
C59H39CsN7O3S | ωB97M-V with the def2-TZVPD basis set

ORCA input file:
```
! wB97M-V def2-TZVPD RIJCOSX def2/J DEFGRID3
* xyz -1 1
Cs 15.27 12.70 12.49
C 17.35 7.97 18.85
C 18.02 8.51 17.77
C 17.52 9.69 17.18
C 16.27 10.26 17.56
C 15.68 9.73 18.72
C 16.17 8.60 19.32
C 15.68 11.32 16.69
C 14.57 10.89 15.88
C 14.20 9.36 15.73
C 13.09 9.33 15.00
C 12.77 10.71 14.68
C 11.66 11.14 13.99
C 10.61 10.17 13.64
C 10.07 9.41 14.70
C 9.06 8.51 14.48
C 8.54 8.42 13.19
C 9.09 9.17 12.14
C 10.10 10.11 12.38
C 11.50 12.51 13.68
N 12.39 13.42 13.45
C 11.74 14.59 13.10
C 12.32 15.80 12.89
C 11.49 16.92 12.34
C 11.33 18.04 13.12
C 10.42 19.02 12.78
C 9.62 18.88 11.66
C 9.77 17.75 10.85
C 10.67 16.77 11.21
C 13.69 16.08 13.18
C 14.51 16.86 12.44
C 15.79 16.97 13.22
C 15.46 16.05 14.42
N 14.27 15.54 14.41
C 16.52 15.82 15.37
C 16.56 14.61 16.10
C 17.45 14.36 17.26
C 17.23 13.07 17.58
C 16.26 12.58 16.63
N 15.91 13.48 15.75
C 17.33 17.02 15.69
C 16.69 18.26 15.92
C 17.48 19.40 16.23
C 18.87 19.30 16.22
C 19.49 18.11 15.94
C 18.73 16.96 15.77
C 10.30 14.38 13.27
C 10.13 13.07 13.55
N 13.72 11.57 15.18
H 17.75 7.02 19.27
H 19.02 8.09 17.49
H 18.12 10.07 16.35
H 14.69 10.01 19.13
H 15.68 8.13 20.16
H 14.79 8.50 16.07
H 12.56 8.44 14.57
H 10.45 9.73 15.66
H 8.54 8.04 15.38
H 7.61 7.84 13.03
H 8.62 9.07 11.16
H 10.53 10.73 11.63
H 11.91 18.14 14.08
H 10.40 19.86 13.42
H 8.94 19.63 11.37
H 9.16 17.54 9.93
H 10.77 15.85 10.63
H 14.28 17.22 11.49
H 15.89 17.99 13.58
H 17.97 15.13 17.79
H 17.58 12.57 18.46
H 15.63 18.34 16.08
H 16.99 20.34 16.37
H 19.44 20.16 16.45
H 20.57 18.06 16.03
H 19.20 15.97 15.67
H 9.51 15.07 13.16
H 9.16 12.69 13.80
O 16.78 11.65 10.20
C 16.28 10.78 9.44
O 16.88 10.03 8.67
C 14.76 10.71 9.28
C 14.25 9.55 8.62
C 12.92 9.43 8.47
C 12.05 10.48 8.87
C 10.67 10.51 8.65
C 9.93 11.62 9.00
C 10.52 12.62 9.78
C 11.82 12.54 10.11
C 12.64 11.55 9.57
N 13.98 11.63 9.76
H 14.95 8.79 8.31
H 12.53 8.48 7.98
H 10.19 9.69 8.16
H 8.84 11.60 8.74
H 9.87 13.42 10.07
H 12.21 13.23 10.82
O 16.96 15.48 12.07
N 16.90 16.66 12.31
S 15.97 8.75 12.12
C 17.59 9.03 12.53
N 18.27 10.02 11.86
C 19.56 10.31 12.04
C 20.30 9.66 12.95
C 19.66 8.69 13.75
C 18.32 8.41 13.61
H 17.72 10.59 11.21
H 19.95 11.09 11.43
H 21.34 9.86 13.05
H 20.27 8.19 14.51
H 17.84 7.68 14.25
*
```

## Properties
energy above the lowest of the compared OMol25 structures with the same formula, charge and spin = 0.0 kJ/mol
LUMO level (alpha / beta) = 0.76 / 0.76 eV
F_max = 2.39 eV Å⁻¹
frontier orbital gap (alpha / beta) = 4.754 / 4.753 eV